C37H51Br2NO3PSTi as an isolated structure in a non-equilibrium geometry, computed with ωB97M-V/def2-TZVPD.

- HOMO: -17.7 eV
- Orbital gap: 0.253 Eh
- 2S+1: 1
- Charge: +3
- Energy relative to the best compared isomer or geometry (same formula, charge and spin): 0.0 kJ/mol
- Max |F|: 1.5 eV/Å

Each line ends with the Mulliken charge.
Cartesian coordinates (Å):
Br1 -1.651 -2.794 -0.224  0.13
Br2 -4.178 -0.793 -0.761  0.06
Ti1 0.355 -0.859 -0.243  -2.21
S1 3.844 -0.079 -0.854  1.06
P1 -0.632 0.537 -2.092  1.66
O1 4.218 0.881 0.123  -0.59
O2 3.816 0.249 -2.240  -0.63
O3 1.242 -2.592 0.004  -0.62
N1 2.287 -0.719 -0.410  0.93
C1 -0.069 -0.540 -3.551  2.41
C2 0.481 1.747 0.288  0.16
C3 -0.265 -1.187 2.588  -0.09
C4 2.680 -1.194 2.812  -1.81
C5 4.628 -1.644 -0.612  0.75
C6 -1.970 2.959 2.957  -1.39
C7 -0.300 0.806 1.186  -0.03
C8 -2.321 2.739 -1.626  -1.58
C9 2.280 3.280 -1.240  -0.94
C10 5.968 -1.923 -0.729  -0.98
C11 5.421 -4.249 -0.242  -0.80
C12 0.649 1.488 -1.117  0.95
C13 -3.822 2.377 1.363  -1.79
C14 2.035 3.593 0.092  -1.31
C15 0.441 0.170 -4.801  -1.98
C16 -2.782 1.477 -3.732  -1.81
C17 1.598 2.238 -1.832  -0.78
C18 1.752 0.931 3.702  -1.34
C19 4.071 -3.950 -0.123  -0.58
C20 -1.653 0.999 1.581  1.84
C21 -0.776 2.991 -3.544  -1.86
C22 -3.545 -2.583 -0.739  -0.99
C23 6.351 -3.254 -0.536  -0.64
C24 2.384 -2.040 -0.214  0.71
C25 0.447 -0.191 1.940  0.74
C26 1.891 0.064 2.432  0.21
C27 1.010 -1.502 -3.065  -1.82
C28 1.170 2.815 0.846  -0.26
C29 -3.664 -2.726 2.885  -1.09
C30 -2.313 -0.029 2.284  -0.19
C31 -2.668 -1.631 4.941  -1.41
C32 3.688 -2.631 -0.312  -0.22
C33 -1.687 2.012 -2.797  2.33
C34 -2.379 -2.212 3.542  -0.33
C35 -2.303 2.357 1.566  -0.02
C36 -1.315 -1.383 -3.885  -1.77
C37 -1.673 -1.162 2.727  -0.24
H1 1.217 0.381 4.481  0.32
H2 1.202 -2.245 -3.841  0.84
H3 6.697 -1.156 -0.962  0.59
H4 -0.903 2.915 3.190  0.30
H5 2.538 4.433 0.557  0.48
H6 2.511 -2.049 2.159  0.29
H7 -3.051 -2.418 5.589  0.49
H8 -1.562 3.174 -0.980  0.11
H9 1.026 3.053 1.890  0.47
H10 7.399 -3.513 -0.619  0.49
H11 -1.813 2.986 0.833  0.15
H12 -4.350 2.081 2.272  0.45
H13 -0.315 0.796 -5.272  0.36
H14 -1.784 -1.806 -2.994  0.17
H15 -3.440 -3.366 2.028  0.13
H16 -1.433 3.586 -4.184  0.56
H17 1.766 2.030 -2.879  0.24
H18 0.289 -1.948 3.126  0.49
H19 -3.329 0.636 -3.318  0.26
H20 -1.697 -3.056 3.667  0.44
H21 -2.392 1.208 -4.712  0.44
H22 0.708 -0.603 -5.529  0.51
H23 -4.320 -1.911 2.566  0.25
H24 -2.982 2.089 -1.055  0.18
H25 2.441 0.636 1.700  0.08
H26 -0.993 -2.218 -4.512  0.53
H27 3.746 -0.966 2.807  0.47
H28 -4.142 3.394 1.130  0.39
H29 2.432 -1.521 3.824  0.57
H30 -3.421 -0.840 4.886  0.33
H31 3.342 -4.715 0.114  0.61
H32 1.943 -0.993 -2.863  0.32
H33 -4.075 -3.145 0.016  0.65
H34 -4.162 1.729 0.556  0.36
H35 -0.037 2.534 -4.194  0.33
H36 -2.513 2.436 3.748  0.39
H37 -2.920 3.564 -2.023  0.68
H38 -3.622 -3.031 -1.719  0.60
H39 -3.500 2.286 -3.889  0.56
H40 -3.357 0.117 2.540  0.58
H41 2.989 3.859 -1.821  0.57
H42 -4.221 -3.331 3.600  0.52
H43 5.757 -5.269 -0.102  0.48
H44 2.747 1.174 4.080  0.52
H45 1.221 1.866 3.526  0.26
H46 -2.065 -0.833 -4.441  0.43
H47 0.666 -2.093 -2.205  0.42
H48 -2.278 4.007 2.968  0.48
H49 1.343 0.758 -4.615  0.34
H50 -0.275 3.677 -2.864  0.37
H51 -1.767 -1.220 5.404  0.35

***

A 3-piece molecular cluster, C4H10O3 overall in a non-equilibrium geometry, computed with ωB97M-V/def2-TZVPD.

- HOMO (spin up / spin down): -14.4 / -15.1 eV
- Orbital gap (spin up / spin down): 0.342 / 0.285 Eh
- 2S+1: 2
- Charge: +1
- Energy relative to the best compared isomer or geometry (same formula, charge and spin): 26.0 kJ/mol
- Expectation value of S²: 0.779
- Max |F|: 1.3 eV/Å

Each line ends with the Mulliken charge.
Cartesian coordinates (Å):
O1 -1.534 -0.514 2.050  -0.65
O2 -1.066 2.081 3.152  -0.64
O3 -0.945 -2.201 -0.389  -0.32
C1 1.285 0.369 -1.600  0.09
C2 -0.149 -1.550 -1.137  0.12
C3 0.122 -0.184 -1.061  -0.18
C4 2.141 -0.165 -2.522  -0.74
H1 -0.428 0.436 -0.363  0.46
H2 -0.774 2.331 4.031  0.30
H3 -1.187 -1.873 0.505  0.42
H4 -1.621 2.783 2.797  0.33
H5 -0.739 -0.432 1.501  0.26
H6 2.825 0.429 -3.104  0.30
H7 0.271 -2.174 -1.914  0.36
H8 1.421 1.401 -1.291  0.32
H9 -1.664 0.442 2.201  0.37
H10 2.042 -1.178 -2.856  0.21

***

C39H29AsF3N3O2PdS2 as an isolated structure, computed with ωB97M-V/def2-TZVPD.

- HOMO (spin up / spin down): -7.6 / -7.7 eV
- Orbital gap (spin up / spin down): 0.277 / 0.231 Eh
- 2S+1: 3
- Charge: 0
- Energy relative to the best compared isomer or geometry (same formula, charge and spin): 0.0 kJ/mol
- Expectation value of S²: 2.009
- Max |F|: 0.9 eV/Å

Each line ends with the Mulliken charge.
Cartesian coordinates (Å):
Pd1 0.315 0.294 -1.711  -0.81
As1 0.570 0.242 0.743  2.57
S1 1.049 2.619 -2.227  -0.30
S2 -2.757 1.148 -2.550  1.06
F1 3.349 4.691 -1.321  -0.19
F2 3.337 4.471 -3.476  -0.24
F3 5.209 4.463 -2.398  -0.32
O1 -3.755 0.852 -3.544  -0.74
O2 -2.014 2.367 -2.650  -0.70
N1 2.571 0.571 -1.850  0.22
N2 0.186 -2.000 -2.130  -0.08
N3 -1.691 -0.077 -2.413  -0.13
C1 1.130 -2.900 -2.006  0.29
C2 3.926 4.046 -2.353  0.62
C3 -0.390 -4.717 -2.199  -0.76
C4 -3.576 1.211 -0.970  0.01
C5 -2.782 -4.178 -2.513  -0.98
C6 2.602 1.905 -2.090  0.72
C7 3.382 0.278 1.451  -0.20
C8 -0.760 -0.834 1.657  -0.27
C9 -0.706 -1.113 3.022  0.02
C10 1.271 2.998 1.238  -0.04
C11 0.330 4.451 2.904  -0.59
C12 -0.434 2.175 2.716  -0.71
C13 -1.101 -2.408 -2.320  0.73
C14 -3.736 -3.217 -2.669  -1.11
C15 1.212 4.239 1.854  -1.06
C16 0.461 1.951 1.675  0.58
C17 -0.495 3.420 3.330  -0.75
C18 -1.439 -3.783 -2.344  1.55
C19 -2.745 -2.381 2.845  -0.71
C20 -4.792 1.351 1.504  -0.91
C21 -2.116 -1.402 -2.480  -0.40
C22 -4.898 0.813 -0.839  -0.30
C23 3.497 -2.337 2.364  -0.74
C24 -2.799 -2.114 1.485  -0.71
C25 0.892 -4.282 -2.041  -0.98
C26 -2.864 1.709 0.116  -0.52
C27 -5.504 0.879 0.410  -0.61
C28 -3.417 -1.847 -2.659  -0.71
C29 4.643 -1.555 2.364  -0.60
C30 3.704 -0.125 -1.752  -0.17
C31 -3.476 1.774 1.357  -0.26
C32 4.949 0.443 -1.894  -1.29
C33 5.013 1.816 -2.103  -0.27
C34 -1.806 -1.342 0.898  -0.44
C35 -1.698 -1.880 3.612  -0.77
C36 2.223 -0.496 1.467  0.52
C37 2.292 -1.813 1.911  -0.28
C38 4.583 -0.246 1.904  -0.75
C39 3.853 2.556 -2.185  -0.08
H1 -3.030 -5.234 -2.526  0.39
H2 5.843 -0.161 -1.822  0.43
H3 -3.518 -2.979 3.312  0.42
H4 -5.269 1.405 2.475  0.41
H5 5.972 2.310 -2.188  0.54
H6 -1.655 -2.088 4.674  0.41
H7 -1.096 1.387 3.047  0.64
H8 0.270 5.423 3.378  0.38
H9 1.841 5.043 1.491  0.50
H10 5.581 -1.965 2.716  0.39
H11 1.930 2.866 0.391  0.17
H12 -0.621 -5.776 -2.216  0.42
H13 3.352 1.300 1.098  0.21
H14 3.534 -3.359 2.721  0.43
H15 -4.770 -3.508 -2.812  0.42
H16 0.113 -0.737 3.623  0.57
H17 -1.863 -1.106 -0.154  0.36
H18 3.605 -1.177 -1.518  0.38
H19 5.474 0.369 1.891  0.47
H20 -6.537 0.573 0.526  0.44
H21 -1.193 3.583 4.142  0.43
H22 -5.440 0.475 -1.712  0.52
H23 1.409 -2.439 1.904  0.47
H24 -1.852 2.066 -0.031  0.80
H25 1.719 -4.971 -1.934  0.44
H26 -4.194 -1.127 -2.838  0.57
H27 -3.611 -2.496 0.878  0.53
H28 -2.932 2.164 2.209  0.39
H29 2.137 -2.529 -1.870  0.05

***

An isolated ion of composition C4H10NO and charge +1 in a non-equilibrium geometry, computed with ωB97M-V/def2-TZVPD.

- HOMO: -14.5 eV
- Orbital gap: 0.387 Eh
- 2S+1: 1
- Charge: +1
- Energy relative to the best compared isomer or geometry (same formula, charge and spin): 220.7 kJ/mol
- SMILES string: C[C@@]1(C[NH3+])CO1
- Max |F|: 4.4 eV/Å

Each line ends with the Mulliken charge.
Cartesian coordinates (Å):
O1 1.425 -0.662 -1.317  -0.44
N1 -0.368 1.190 1.480  -0.21
C1 1.252 -1.341 -0.089  -0.55
C2 0.267 -0.423 -0.658  0.97
C3 0.264 1.222 0.151  -1.00
C4 -1.080 -0.790 -1.191  -1.28
H1 -0.394 2.140 1.875  0.37
H2 1.309 1.510 0.202  0.41
H3 -0.280 1.866 -0.531  0.40
H4 -1.841 -0.749 -0.415  0.33
H5 0.166 0.588 2.119  0.37
H6 1.914 -1.024 0.710  0.29
H7 -1.363 -0.138 -2.011  0.32
H8 -1.041 -1.808 -1.573  0.39
H9 1.098 -2.411 -0.160  0.28
H10 -1.327 0.830 1.408  0.35

***

Copy entry 4 word for word.
An isolated ion of composition C4H10NO and charge +1 in a non-equilibrium geometry, computed with ωB97M-V/def2-TZVPD.

- HOMO: -14.5 eV
- Orbital gap: 0.387 Eh
- 2S+1: 1
- Charge: +1
- Energy relative to the best compared isomer or geometry (same formula, charge and spin): 220.7 kJ/mol
- SMILES string: C[C@@]1(C[NH3+])CO1
- Max |F|: 4.4 eV/Å

Each line ends with the Mulliken charge.
Cartesian coordinates (Å):
O1 1.425 -0.662 -1.317  -0.44
N1 -0.368 1.190 1.480  -0.21
C1 1.252 -1.341 -0.089  -0.55
C2 0.267 -0.423 -0.658  0.97
C3 0.264 1.222 0.151  -1.00
C4 -1.080 -0.790 -1.191  -1.28
H1 -0.394 2.140 1.875  0.37
H2 1.309 1.510 0.202  0.41
H3 -0.280 1.866 -0.531  0.40
H4 -1.841 -0.749 -0.415  0.33
H5 0.166 0.588 2.119  0.37
H6 1.914 -1.024 0.710  0.29
H7 -1.363 -0.138 -2.011  0.32
H8 -1.041 -1.808 -1.573  0.39
H9 1.098 -2.411 -0.160  0.28
H10 -1.327 0.830 1.408  0.35

***

What is the formula in the third record? C39H29AsF3N3O2PdS2

***

Which value of max |F| does entry 4 give? 4.4 eV/Å

***

Among the records above, which one has the highest max |F|? C4H10NO